(1)
13
Properties=species:S:1:pos:R:3:forces:R:3 method="wB97M-V/def2-TZVPD" e_above_lowest_kcal_mol=37.2 charge=+1 spin_multiplicity=1 homo_energy_ev=-13.873
C -1.748787 -0.458020 -2.162052 0.837 -0.647 0.053
C 0.195546 0.490060 -0.403971 2.234 0.257 0.787
C 1.283582 -0.212542 1.845627 -1.072 -1.173 -0.639
N 0.385155 0.541284 0.988490 -3.754 0.965 -0.268
S -0.753005 -1.137336 -1.082817 -0.893 0.037 -0.102
H -2.587107 -0.991120 -2.604526 0.147 -0.080 0.118
H -1.481662 0.507145 -2.574417 -0.371 0.357 0.143
H -0.458544 1.227734 -0.925387 0.699 -0.211 1.163
H 1.212040 0.441097 -0.854623 -0.885 -0.148 -0.185
H 1.150307 -1.303340 1.703196 0.508 0.439 -0.039
H 2.241822 0.156359 1.664375 1.889 -0.031 -0.217
H 1.041280 -0.017642 2.879848 -0.198 0.267 0.130
H -0.480627 0.756322 1.526258 0.859 -0.030 -0.942

(2)
51
Properties=species:S:1:pos:R:3:forces:R:3 method="wB97M-V/def2-TZVPD" e_above_lowest_kcal_mol=68.5 charge=+1 spin_multiplicity=1 homo_energy_ev=-10.474
C -0.174434 1.058008 0.082881 -1.335 0.595 1.341
C -0.401126 -0.456240 0.283742 0.276 -2.044 -2.098
C -0.913362 -0.783398 1.661110 -1.611 -1.996 0.869
C -0.613386 -1.771498 2.640724 -2.561 3.935 -0.008
N -1.482818 -1.646455 3.725483 -2.173 1.071 -2.069
C -2.460556 -0.766151 3.306737 2.868 -1.692 -0.274
N -2.184794 -0.256671 2.077121 2.656 0.340 -0.608
N 1.030742 1.273719 -0.714649 2.136 -2.013 1.533
H -0.241766 1.634975 1.067547 1.193 -1.011 -1.076
H -1.031335 1.562997 -0.398419 0.342 -0.528 -0.537
H -1.020086 -0.927803 -0.586804 0.102 1.496 1.820
H 0.466824 -1.143152 -0.100676 -0.530 1.603 1.677
H 0.081551 -2.533577 2.692266 1.620 -1.087 -0.207
H -3.391025 -0.601383 3.787959 -0.367 0.329 0.592
H -2.654985 0.489276 1.493357 0.100 -1.564 1.468
H 1.083567 2.202064 -1.108943 0.003 0.398 -0.610
H 1.962029 1.127008 -0.140570 -2.034 0.700 -0.799
H 1.118239 0.453214 -1.400427 -0.200 1.932 0.335
H 1.234163 -2.894608 -2.816140 0.461 0.300 -0.165
H 0.264877 -3.975775 -2.507348 -0.279 -1.490 -0.136
O 0.403529 -3.058055 -2.379713 -0.275 1.170 0.399
H -4.755168 0.545217 0.035272 0.059 0.179 0.440
H -3.306733 0.620765 -0.530590 -1.875 0.486 3.103
O -3.874164 0.774357 0.371095 1.369 -0.296 -4.357
H -3.071225 -0.251811 -3.781115 -0.098 -0.052 -0.028
H -2.848895 -1.160982 -2.562718 -0.703 -2.398 1.254
O -2.637324 -0.348430 -2.930339 0.237 2.930 -1.447
H 2.503827 -0.456499 -3.011403 0.069 0.012 -1.684
H 3.176185 -0.796204 -1.717918 1.937 -1.161 1.402
O 2.434521 -0.383410 -2.084160 -1.732 0.772 -0.315
H -3.591406 -2.330627 -0.873034 -3.876 -1.087 0.858
H -2.338317 -2.770711 -1.455359 -0.394 2.212 1.579
O -2.759291 -1.979131 -0.930005 3.960 -1.943 -2.196
H 1.558462 4.847279 -0.832225 -1.134 -1.830 -1.843
H 0.493680 4.668166 -2.023543 1.047 -0.677 0.815
O 1.168322 4.161086 -1.496628 0.072 2.370 1.065
H 3.232961 -1.821617 2.435627 -0.353 0.032 0.506
H 1.906420 -1.387942 3.061352 -2.747 -1.169 2.447
O 2.564893 -1.126027 2.502302 3.181 1.206 -2.697
H -0.941991 2.384985 3.047998 -0.023 -0.023 0.429
H 0.037326 2.593234 4.202193 -0.034 -0.050 2.854
O -0.033682 2.585656 3.290514 0.023 0.041 -3.235
H -0.232982 0.330618 -3.781017 -0.437 -0.176 -0.133
H -1.103439 0.615642 -2.560884 -3.079 -0.676 0.541
O -0.259986 0.690002 -2.897566 3.789 0.919 -0.897
H 2.945874 -1.939387 0.337323 -1.061 -0.423 0.616
H 3.934249 -0.820613 0.632974 0.001 0.641 0.686
O 3.668177 -1.453530 -0.014294 1.212 -0.257 -1.477
H 3.480786 1.418382 1.758282 -1.030 1.693 -4.312
H 4.271993 1.988576 0.423651 -2.488 -0.349 0.583
O 3.301078 1.816461 0.718973 3.719 -1.373 3.998

(3)
99
Properties=species:S:1:pos:R:3:forces:R:3 method="wB97M-V/def2-TZVPD" spin_multiplicity=1 homo_energy_ev=-9.813
O -4.689344 6.636562 2.853660 2.998 -2.544 2.584
C -3.982759 6.003365 3.666596 -3.458 0.760 -1.547
N -4.313861 6.039646 5.117407 1.703 -0.554 -0.002
C -2.959670 5.948890 5.779402 0.638 0.456 -0.367
C -2.208755 4.835739 4.863180 -0.433 -0.319 0.948
C -2.713101 5.063623 3.353864 1.207 1.420 0.308
C -1.691746 6.024391 2.581235 -0.123 3.204 1.852
O -1.554402 7.202408 2.998496 -0.242 -4.307 -1.806
C -0.798767 5.569406 1.302434 -1.475 0.962 0.767
F -0.778776 6.674582 0.422391 0.065 -2.818 1.301
F -1.447933 4.435098 0.753004 1.802 2.144 0.512
C 0.682413 5.294847 1.849418 0.260 1.999 0.372
F 1.213948 6.579483 2.207846 -1.195 -2.945 -0.799
F 0.569821 4.559854 3.051246 0.487 0.994 -2.695
C 1.705110 4.677939 0.785403 2.053 -0.035 -0.355
F 3.011970 4.826390 1.360972 -3.074 -0.340 -1.276
F 1.746935 5.376222 -0.449206 -0.640 -1.238 2.760
C 1.527494 3.111494 0.508618 2.344 -5.006 0.543
O 2.398942 2.324050 0.970825 -3.152 3.585 -1.292
O 0.491798 2.538326 -0.255712 1.033 2.162 1.650
H -4.842279 5.216984 5.457446 0.006 0.595 -0.902
H -2.943608 5.681373 6.900411 -0.480 0.043 -1.897
H -2.552051 7.016609 5.755123 -0.062 -1.636 -0.317
H -2.715547 3.876150 5.223243 0.905 0.998 -0.641
H -1.087858 4.744726 5.047489 -1.497 0.232 -0.520
H -2.886065 4.106668 2.763536 -0.256 1.330 0.970
H 0.422001 1.581002 -0.012263 0.758 0.592 -0.254
C 0.179279 1.434698 3.681825 -0.037 0.015 0.080
C -0.425744 0.079506 3.340431 0.355 0.090 0.228
C -1.550315 0.170111 2.308395 0.096 -0.397 0.061
C -2.722902 0.882627 2.825595 -0.199 0.171 -0.112
N -3.642787 1.446151 3.228159 0.342 -0.092 -0.061
H -0.554050 2.092606 4.156671 0.004 -0.009 -0.047
H 1.013380 1.310408 4.376836 -0.047 0.078 -0.093
H 0.558150 1.931427 2.785221 0.005 -0.071 0.116
H -0.789603 -0.395049 4.257330 -0.067 -0.020 -0.159
H 0.363737 -0.564187 2.940236 -0.189 0.010 -0.073
H -1.849992 -0.842806 2.021396 -0.135 0.134 -0.018
H -1.187554 0.661227 1.400825 -0.144 0.051 0.084
C 4.954702 -0.795231 0.313725 -0.046 0.092 0.124
C 4.327250 -2.142808 -0.017558 0.334 0.108 0.275
C 3.201874 -2.043556 -1.048562 0.130 -0.208 0.286
C 2.039620 -1.312992 -0.536483 -0.132 0.119 -0.047
N 1.127100 -0.737644 -0.135657 0.069 0.064 -0.056
H 4.233749 -0.121858 0.785719 0.005 -0.007 -0.054
H 5.788040 -0.929322 1.007852 -0.045 0.050 -0.101
H 5.339915 -0.310816 -0.587187 -0.006 -0.057 0.069
H 3.957773 -2.605589 0.903605 -0.038 -0.022 -0.124
H 5.106380 -2.800729 -0.414733 -0.184 0.024 -0.080
H 2.887516 -3.053403 -1.327352 -0.133 0.199 -0.070
H 3.569507 -1.565610 -1.958359 -0.179 0.010 0.166
C -0.282195 -2.870834 -4.168194 -0.045 0.119 0.084
C 0.444033 -2.674096 -5.492619 -0.380 0.097 0.154
C 1.728213 -3.497729 -5.600830 -0.120 0.142 -0.361
C 2.747334 -3.054509 -4.646289 0.203 -0.157 0.092
N 3.547225 -2.711713 -3.893688 -0.210 -0.127 -0.532
H 0.320441 -2.520138 -3.325544 0.021 -0.056 -0.024
H -1.217740 -2.306580 -4.165393 0.193 -0.121 -0.048
H -0.522600 -3.925420 -4.004743 0.014 0.042 0.004
H 0.663893 -1.610494 -5.628271 0.063 -0.133 -0.061
H -0.227693 -2.966873 -6.305573 0.167 0.013 0.007
H 2.126378 -3.401751 -6.615690 0.151 -0.028 0.167
H 1.509591 -4.558370 -5.446567 0.115 0.085 0.122
C -4.792475 -0.735717 -0.589270 -0.138 -0.020 -0.085
C -4.109581 -2.092418 -0.712598 -0.206 0.374 0.278
C -2.942090 -2.089746 -1.700050 -0.030 -0.304 0.184
C -3.379908 -1.870929 -3.082460 -0.023 0.161 -0.165
N -3.721558 -1.694897 -4.167492 0.035 -0.081 0.350
H -5.255370 -0.432473 -1.531997 0.064 0.032 0.041
H -5.579015 -0.778372 0.168393 0.084 0.064 -0.053
H -4.078562 0.037485 -0.291943 -0.056 -0.021 -0.013
H -4.850714 -2.844372 -1.004152 0.135 -0.016 -0.035
H -3.732836 -2.381387 0.270562 0.054 0.013 -0.272
H -2.427875 -3.054446 -1.641682 0.030 0.100 -0.164
H -2.213068 -1.325201 -1.415335 -0.051 0.003 -0.153
C -4.641839 -7.839518 1.344003 0.038 -0.045 0.081
C -5.758097 -6.805476 1.267534 0.025 -0.398 0.142
C -5.363447 -5.551864 0.485244 -0.374 0.008 0.044
C -4.314434 -4.781504 1.159888 0.375 0.124 0.137
N -3.486725 -4.178957 1.688856 -0.398 -0.425 -0.148
H -3.777933 -7.456502 1.893069 -0.035 -0.005 -0.067
H -4.994101 -8.735182 1.861590 0.072 0.066 -0.059
H -4.311225 -8.134894 0.344403 -0.003 0.009 0.064
H -6.070841 -6.536017 2.281208 -0.009 0.083 -0.144
H -6.623308 -7.263495 0.777964 0.035 0.184 0.006
H -6.246610 -4.916262 0.366731 0.185 0.098 0.010
H -5.034258 -5.826436 -0.521299 0.118 0.084 0.103
C 7.305122 0.369306 -5.291020 -0.080 -0.063 -0.045
C 7.211098 1.300535 -4.088917 -0.157 -0.003 -0.374
C 8.212907 0.959554 -2.984689 -0.147 0.344 0.057
C 7.931340 -0.335494 -2.358228 0.149 -0.211 0.107
N 7.712686 -1.353003 -1.867553 -0.005 0.296 -0.158
H 7.049709 -0.658819 -5.022129 0.049 0.053 0.001
H 6.610527 0.691194 -6.071012 0.079 -0.059 0.045
H 8.313725 0.374395 -5.713541 -0.059 -0.014 0.017
H 6.190463 1.278285 -3.693896 0.137 0.033 0.070
H 7.400147 2.324457 -4.426678 0.019 -0.057 0.171
H 8.172158 1.738801 -2.217313 0.049 -0.195 0.058
H 9.230172 0.964884 -3.386787 -0.066 -0.153 0.071